# 1
Here is a structure of composition C18H22N2O4S in a non-equilibrium geometry from OMol25. Energies are from the ωB97M-V functional and the def2-TZVPD basis.

```
47
C18H22N2O4S, DFT the ωB97M-V functional and the def2-TZVPD basis
H 3.763 1.419 1.054
N 1.295 -0.071 -2.278
H -3.411 -1.188 -1.841
H -3.487 2.166 0.626
N -2.382 1.039 -0.541
H 3.961 1.762 -1.285
C -4.458 -0.944 -0.049
H 0.707 -0.028 3.533
H 0.171 -2.828 -0.284
C 2.329 -2.699 -0.042
H 1.271 -3.947 -1.275
C -3.960 0.112 0.718
H 2.198 1.646 2.895
C 1.950 3.321 -0.110
C 3.534 0.882 -1.918
C 1.237 -3.122 -0.857
H -4.471 1.543 -0.704
O 3.060 3.486 -0.563
H -2.267 0.541 -1.268
H 1.413 -2.006 -1.640
H -5.044 -1.716 0.638
C -1.250 1.879 -0.416
H -3.921 -2.707 -1.362
C 1.976 1.087 -1.738
H 0.750 -2.222 2.156
C -3.664 1.245 -0.084
S 4.118 -0.641 -0.797
O -1.323 2.778 0.452
H 2.281 -3.658 0.908
H -4.732 0.320 1.310
C 2.241 -1.509 1.107
C 1.424 -1.265 2.055
C 2.186 0.843 2.272
H -5.556 -0.839 -0.531
C 0.081 1.407 -0.940
O 1.139 3.783 0.969
C -3.608 -1.700 -0.921
C 3.223 -0.380 0.510
O 0.042 0.469 -1.710
H 3.861 0.546 -2.771
C 1.280 2.113 -0.805
H 3.311 -2.886 -0.336
C 1.255 -0.091 2.852
H 0.182 3.472 0.779
C 3.083 0.738 1.426
H -3.240 -0.230 1.340
H -2.549 -1.920 -0.535
```

Output
- net charge = 0
- gap between HOMO and LUMO (eV) = 7.1
- E_tot (hartree) = -1507.18300
- LUMO energy (eV) = -0.661
- relative energy (zero: lowest compared OMol25 entry of this formula, charge and spin) (kcal per mole) = 396.0

Here are the Mulliken charges for atoms 1 to 6, given in e: 0.6869, -0.6863, 0.3339, 0.2887, -0.0148, 0.1853

# 2
Here is an isolated molecule of C18H22N4O3 in a non-equilibrium geometry from OMol25. Energies are from the ωB97M-V functional and the def2-TZVPD basis.

```
47
C18H22N4O3, DFT the ωB97M-V functional and the def2-TZVPD basis
N 5.097 -3.438 1.156
C 0.759 -4.879 0.871
H 0.046 -5.712 0.953
O -2.304 5.929 1.965
C -3.145 3.493 -1.476
H 1.597 -5.708 -1.287
H 1.984 -4.560 -3.425
H 3.489 -4.001 -1.627
H 0.603 -4.204 1.712
H -0.417 5.126 3.308
H -2.289 3.472 -2.159
H 1.615 1.244 1.696
N 2.786 -3.346 -1.947
C 0.217 3.375 2.250
C 3.218 -2.049 0.149
O 1.593 -1.452 -1.222
H 1.773 -5.272 0.938
N 0.612 -4.130 -0.358
H -3.702 7.329 1.732
C -0.672 -3.466 -0.434
H -3.995 3.949 -1.982
C -1.052 2.875 0.285
H -3.066 6.700 0.192
C 0.849 1.400 0.948
H 0.973 -3.191 -2.915
H -0.718 -2.863 -1.339
C -0.579 4.477 2.461
C 2.540 -2.379 -1.018
H -4.205 5.722 1.150
C 1.702 -0.588 -0.153
C -3.378 6.432 1.203
C 0.921 -4.891 -1.554
C -0.003 2.546 1.149
H -1.513 -4.177 -0.441
C 1.639 -3.981 -2.567
H -0.781 -2.805 0.425
O -2.898 4.307 -0.358
C -1.863 3.979 0.485
C 4.259 -2.779 0.727
H -1.232 2.241 -0.566
H 0.079 0.573 -0.865
H 1.017 3.151 2.938
C 0.799 0.512 -0.062
N 2.653 -0.914 0.666
H 0.026 -5.329 -2.020
C -1.625 4.809 1.601
H -3.407 2.471 -1.184
```

Output
- net charge = 0
- SMILES = COc1ccc(/C=C/c2nc(C#N)c(NCCN(C)C)o2)cc1OC
- gap between HOMO and LUMO (eV) = 7.3
- E_tot (hartree) = -1143.77510
- LUMO energy (eV) = 0.109
- relative energy (zero: lowest compared OMol25 entry of this formula, charge and spin) (kcal per mole) = 100.5

Here are the Mulliken charges for atoms 1 to 6, given in e: -0.5576, -1.1998, 0.3350, -0.4697, -0.9351, 0.4386

# 3
Here is an isolated molecule of C18H22N4O3S in a non-equilibrium geometry from OMol25. Energies are from the ωB97M-V functional and the def2-TZVPD basis.

```
48
C18H22N4O3S, DFT the ωB97M-V functional and the def2-TZVPD basis
C -0.853 7.621 0.230
H 0.544 3.652 3.747
H 1.471 -6.382 -3.134
C 1.618 -6.199 -2.068
C -1.104 -3.769 -1.008
H 2.694 -6.026 -1.995
H -0.869 7.117 -0.764
C 0.929 -4.982 -1.539
C -0.345 -2.852 -0.302
O 1.203 1.859 -0.859
N -1.106 -1.813 0.196
H 0.436 -0.234 -1.088
O -0.981 6.709 1.360
H 1.602 -2.323 0.363
H 1.356 -7.130 -1.518
H -1.227 5.028 3.089
N -1.531 -2.588 -4.925
H 1.966 3.305 0.998
C -1.403 -5.627 -2.561
C -0.786 4.433 2.293
H -2.150 -3.648 -1.105
H 0.118 8.135 0.372
N 0.269 0.060 -0.196
C 0.844 1.188 0.153
H -1.375 3.518 2.190
C 0.457 0.737 2.400
H -1.639 8.351 0.336
C -0.466 -4.794 -1.712
C 1.407 2.923 1.924
H -1.501 4.969 0.275
C -1.277 -3.705 -4.699
N 0.731 1.682 1.482
H -2.077 -1.651 -0.098
H 2.769 -4.236 -0.534
H -1.310 -6.744 -2.250
S -1.105 -5.463 -4.354
C -0.509 -0.255 2.052
C 0.983 -3.017 -0.177
C -0.783 5.295 1.016
C 1.671 -4.107 -0.710
H 1.183 4.950 2.684
H -0.957 -0.784 2.880
C 0.602 4.086 2.735
H 0.210 5.250 0.508
H -2.378 -5.340 -2.416
H 2.307 2.768 2.511
C -0.460 -0.651 0.683
O 0.821 0.681 3.530
```

Output
- net charge = 0
- SMILES = COCCCCn1c(=O)cc(Nc2ccc(C)c(CSC#N)c2)[nH]c1=O
- gap between HOMO and LUMO (eV) = 8.9
- E_tot (hartree) = -1541.94639
- LUMO energy (eV) = 0.352
- relative energy (zero: lowest compared OMol25 entry of this formula, charge and spin) (kcal per mole) = 105.1

Here are the Mulliken charges for atoms 1 to 6, given in e: -0.6972, 0.3823, 0.3283, -1.4771, -0.5272, 0.3823

# 4
Here is an isolated molecule of C18H22N8O3 from OMol25. Energies are from the ωB97M-V functional and the def2-TZVPD basis.

```
51
C18H22N8O3, DFT the ωB97M-V functional and the def2-TZVPD basis
C 0.139 -2.834 2.336
C -0.596 -1.586 2.707
H 0.129 1.349 0.245
C 0.612 1.752 2.144
H -0.818 1.060 3.544
H 1.130 2.866 -1.574
C -1.905 -0.607 -3.168
O -0.471 1.800 -3.094
O 1.403 2.121 3.004
H 1.390 -0.089 -1.427
H 2.873 -0.056 0.090
H 3.363 3.700 -0.298
H -2.188 -2.538 0.579
N 1.047 0.819 -1.704
H 0.076 -3.174 1.313
C 1.775 2.016 -1.348
H -2.678 1.577 0.103
C -2.329 0.640 0.511
C 2.143 1.996 0.143
H -4.517 -1.665 -3.948
C -2.104 -1.469 0.704
N -1.373 -0.915 1.707
H -2.427 0.247 -3.571
C -0.834 1.410 2.512
C -1.909 -2.927 -2.592
C -3.760 -2.279 -3.494
H 3.359 0.860 1.521
C -0.588 -2.758 -2.085
C -0.662 -0.534 -2.652
N -2.528 -1.825 -3.138
H 2.854 3.082 2.394
N -3.870 -3.548 -3.194
H 1.303 -1.052 1.733
H 0.176 -3.621 3.075
H -0.074 -3.615 -1.667
C 3.187 0.926 0.448
O 3.415 3.458 1.693
H -1.382 2.355 2.511
N -2.710 -3.966 -2.624
N 0.874 1.706 0.828
C 2.681 3.394 0.500
H 1.833 4.092 0.499
C -0.012 0.814 -2.546
C -1.525 0.453 1.602
C 0.899 -1.563 2.596
H 2.691 2.118 -1.936
H -1.026 -1.532 3.699
H 4.133 1.185 -0.029
N 0.006 -1.611 -2.106
H 1.474 -1.465 3.505
N -2.680 -0.567 -0.047
```

Output
- net charge = 0
- SMILES = C[C@@](CO)(CNC(=O)c1cn2cnnc2cn1)NC(=O)Cc1cncn1C1CC1
- gap between HOMO and LUMO (eV) = 8.9
- E_tot (hartree) = -1362.90736
- LUMO energy (eV) = -0.236
- relative energy (zero: lowest compared OMol25 entry of this formula, charge and spin) (kcal per mole) = 2.9

Here are the Mulliken charges for atoms 1 to 6, given in e: -0.7285, -0.2111, -0.0919, 0.7901, 0.3562, 0.4529

# 5
Here is a structure of composition C18H23Cl2N3O4ReSbSe4Te from OMol25. Energies are from the ωB97M-V functional and the def2-TZVPD basis.

```
57
C18H23Cl2N3O4ReSbSe4Te, DFT the ωB97M-V functional and the def2-TZVPD basis
Sb 0.363 -2.544 -2.289
H 4.767 -1.922 -0.742
H 4.575 2.139 0.026
H 2.707 -1.648 1.259
C -6.112 -2.016 -0.670
H -5.937 -2.366 -2.773
H -0.578 0.676 5.399
C 2.934 -1.319 0.247
H 2.498 -2.037 -0.442
H 1.875 -0.286 -2.029
H 1.078 3.454 -1.817
H -3.622 -1.441 -2.934
H -6.003 -1.623 1.462
C -3.600 -0.959 -0.840
H 1.986 1.385 -1.498
O 0.638 0.078 2.471
H 4.226 1.330 -2.200
Cl 0.703 -1.255 5.064
O -1.275 -0.175 -1.258
C -5.453 -1.965 -1.893
C -5.511 -1.553 0.502
C -0.024 0.767 3.331
C 0.289 0.436 4.796
H 2.840 0.653 1.922
O -0.818 1.668 3.115
C -4.245 -1.027 0.391
Te -0.262 2.732 0.410
H -2.620 3.945 0.072
O -3.474 -0.494 2.641
H -0.564 4.117 -1.883
Se 2.549 -3.436 -3.383
Se -1.466 -4.013 -2.798
C -2.370 2.908 0.281
N 2.230 -0.016 0.034
C 4.402 1.146 0.447
C -3.284 -0.539 1.455
H -2.735 2.257 -0.508
C 2.929 0.987 0.891
Se 1.353 -1.752 -4.611
Se -0.097 -2.510 0.750
C 2.429 0.395 -1.387
H 5.069 1.029 1.303
N -2.124 -0.152 0.776
Cl 1.613 1.513 5.324
C -2.282 -0.390 -0.523
C 4.447 -1.169 -0.022
H -7.104 -2.449 -0.624
H 4.129 -0.412 -2.472
C 3.931 0.380 -1.749
H -2.770 2.600 1.244
H -0.281 2.395 -2.277
Re 0.015 -0.102 0.525
H 5.026 -1.306 0.893
C 0.026 3.231 -1.653
C -4.167 -1.436 -2.000
H 2.400 1.937 0.806
N 4.755 0.154 -0.562
```

Output
- multiplicity = 4
- net charge = -1
- gap between HOMO and LUMO (spin up / spin down) (eV) = 5.9 / 5.4
- E_tot (hartree) = -12277.75248
- LUMO energy (spin up / spin down) (eV) = 1.729 / 1.286
- expectation value of S² = 3.773
- relative energy (zero: lowest compared OMol25 entry of this formula, charge and spin) (kcal per mole) = 0.0

Here are the Mulliken charges for atoms 1 to 6, given in e: 1.0453, 0.3995, 0.3214, 0.5295, -0.4251, 0.4137